(1)
ORCA calculation (ωB97M-V/def2-TZVPD) on a single CH3N3S molecule in a non-equilibrium geometry.

Each line ends with the Löwdin charge.
Atoms and positions in Å:
H (2.419, -1.277, -0.096)  0.102
N (1.604, -1.294, -0.757)  0.184
N (0.825, -0.487, -0.256)  -0.077
C (-0.017, 0.454, -0.054)  -0.876
N (-1.429, -0.116, 0.684)  0.040
S (0.215, 2.004, -0.547)  0.577
H (-2.007, -0.082, -0.119)  0.012
H (-1.610, 0.798, 1.145)  0.037

Summary:
Molar mass, g/mol: 89.123
SMILES: [H]/N=N/C(N)=S
Energy relative to the best compared isomer or geometry (same formula, charge and spin), kcal per mole: 39.5
Orbital gap, eV: 7.83
HOMO energy, eV: -8.85

=====

(2)
ORCA calculation (ωB97M-V/def2-TZVPD) on a gas-phase ion, CH3N4O7S3 (charge -1) in a non-equilibrium geometry.

Each line ends with the Löwdin charge.
Atoms and positions in Å:
C (0.223, 1.815, -0.188)  -0.712
N (0.762, 0.747, -0.751)  -0.104
N (0.661, -1.904, 0.269)  -0.285
N (0.824, 2.071, 1.037)  0.142
N (1.012, -1.032, -2.681)  -0.194
O (-0.742, 2.457, -0.560)  0.015
O (1.156, -0.518, 2.413)  -0.309
O (0.331, -2.726, 2.687)  -0.271
O (-1.327, -0.639, -1.046)  -0.376
O (-0.538, 1.112, -2.881)  -0.270
O (-1.106, -1.025, 1.383)  -0.330
O (-1.653, -2.848, -0.215)  -0.268
S (0.369, -1.592, 1.839)  0.509
S (0.343, 0.084, -2.085)  0.665
S (-0.837, -1.688, -0.120)  0.508
H (1.168, 1.206, 1.318)  0.005
H (0.185, 2.607, 1.757)  0.162
H (-0.830, 1.872, -2.175)  0.115

Summary:
Molar mass, g/mol: 279.257
Orbital gap (spin up / spin down), eV: 5.69 / 6.37
Spin multiplicity: 3
HOMO energy (spin up / spin down), eV: -2.52 / -6.71
Charge: -1
⟨S²⟩: 2.011

=====

(3)
ORCA calculation (ωB97M-V/def2-TZVPD) on a gas-phase ion, CH3N4Si (charge -1) in a non-equilibrium geometry.

Each line ends with the Löwdin charge.
Atoms and positions in Å:
N (-3.312, -4.080, -3.315)  -0.013
C (-2.686, -3.234, -2.803)  -0.503
N (-1.824, -2.315, -2.569)  -0.036
N (-1.013, -1.420, -2.129)  -0.206
N (-0.844, -1.055, -0.888)  -0.274
Si (0.103, 0.165, -0.100)  0.405
H (0.991, -0.512, 0.859)  -0.122
H (-0.951, 0.870, 0.680)  -0.115
H (0.880, 1.256, -0.730)  -0.136

Summary:
Molar mass, g/mol: 99.149
SMILES: [N-]=C=N/N=N/[SiH3]
Energy relative to the best compared isomer or geometry (same formula, charge and spin), kcal per mole: 59.2
Orbital gap, eV: 7.11
HOMO energy, eV: -3.31
Charge: -1

=====

(4)
ORCA calculation (ωB97M-V/def2-TZVPD) on a single CH3N5O molecule in a non-equilibrium geometry.

Each line ends with the Löwdin charge.
Atoms and positions in Å:
C (0.026, 0.271, -0.235)  -0.095
O (-0.947, 1.055, 0.458)  -0.056
N (-2.320, 0.389, 0.186)  -0.144
N (-3.403, 1.051, 0.027)  0.038
N (-4.266, 0.206, -0.230)  -0.062
N (-3.804, -1.004, -0.086)  -0.027
N (-2.526, -0.921, 0.082)  0.062
H (-0.360, 0.104, -1.252)  0.101
H (0.374, -0.609, 0.432)  0.120
H (0.887, 0.848, -0.155)  0.062

Summary:
Molar mass, g/mol: 101.069
SMILES: COn1nnnn1
Energy relative to the best compared isomer or geometry (same formula, charge and spin), kcal per mole: 82.0
Orbital gap, eV: 11.76
HOMO energy, eV: -11.38

=====

(5)
ORCA calculation (ωB97M-V/def2-TZVPD) on a gas-phase ion, CH3N5O (charge +2) in a non-equilibrium geometry.

Each line ends with the Löwdin charge.
Atoms and positions in Å:
C (-0.319, 0.547, -0.233)  -0.229
N (0.038, 0.321, 1.096)  0.266
N (0.545, -0.728, 1.290)  0.073
N (1.099, -1.657, 0.926)  0.425
N (0.202, -0.517, -1.008)  0.074
N (-1.187, 1.454, -0.482)  0.345
O (0.938, -0.566, -1.893)  0.298
H (1.642, -2.551, 1.315)  0.313
H (-1.700, 1.851, 0.402)  0.248
H (-1.259, 1.846, -1.413)  0.187

Summary:
Molar mass, g/mol: 101.069
Energy relative to the best compared isomer or geometry (same formula, charge and spin), kcal per mole: 72.2
Orbital gap (spin up / spin down), eV: 7.03 / 7.08
HOMO energy (spin up / spin down), eV: -20.41 / -20.46
Charge: +2

=====

(6)
ORCA calculation (ωB97M-V/def2-TZVPD) on a single CH3N5O2 molecule in a non-equilibrium geometry.

Each line ends with the Löwdin charge.
Atoms and positions in Å:
N (0.321, 1.417, 0.361)  0.046
N (-0.174, 0.264, -0.479)  -0.182
O (-1.495, 0.386, -0.467)  -0.117
N (-2.068, -0.959, -0.178)  0.152
N (-1.148, -1.656, 0.250)  0.089
C (0.037, -1.174, 0.024)  -0.363
N (1.249, -1.555, -0.027)  0.055
O (2.074, -0.543, -0.377)  -0.054
H (0.020, 2.076, -0.428)  0.125
H (-0.393, 1.476, 1.238)  0.162
H (1.578, 0.268, 0.082)  0.087

Summary:
Molar mass, g/mol: 117.068
SMILES: Nn1onn/c1=N/O
Energy relative to the best compared isomer or geometry (same formula, charge and spin), kcal per mole: 90.9
Orbital gap, eV: 8.48
HOMO energy, eV: -9.56

=====

(7)
ORCA calculation (ωB97M-V/def2-TZVPD) on a single CH3N5O2 molecule in a non-equilibrium geometry.

Each line ends with the Löwdin charge.
Atoms and positions in Å:
O (-0.174, 2.252, -0.026)  -0.085
N (0.135, 1.365, -0.969)  0.000
C (0.207, 0.103, -0.546)  -0.378
N (0.518, -1.102, -1.367)  0.085
N (-0.079, -2.121, -0.531)  -0.016
N (-0.366, -1.694, 0.566)  0.072
N (0.032, -0.456, 0.577)  -0.194
O (-0.238, 0.279, 1.729)  -0.021
H (-0.495, 1.629, 0.691)  0.061
H (-0.273, -1.166, -2.150)  0.181
H (0.732, 0.912, 2.028)  0.295

Summary:
Molar mass, g/mol: 117.068
SMILES: O/N=c1/[nH]nnn1O
Energy relative to the best compared isomer or geometry (same formula, charge and spin), kcal per mole: 93.2
Orbital gap, eV: 8.10
HOMO energy, eV: -8.48

=====

(8)
ORCA calculation (ωB97M-V/def2-TZVPD) on a single CH3NO molecule in a non-equilibrium geometry.

Each line ends with the Löwdin charge.
Atoms and positions in Å:
C (-0.415, 0.043, 0.055)  -0.172
N (0.767, 0.584, -0.287)  0.005
O (1.873, -0.175, 0.341)  -0.127
H (-0.639, -0.295, -1.012)  0.144
H (-1.244, 0.670, 0.319)  0.097
H (-0.342, -0.827, 0.584)  0.053

Summary:
Molar mass, g/mol: 45.041
SMILES: CN=O
Energy relative to the best compared isomer or geometry (same formula, charge and spin), kcal per mole: 115.9
Orbital gap (spin up / spin down), eV: 9.02 / 8.96
HOMO energy (spin up / spin down), eV: -10.36 / -10.32

=====

(9)
ORCA calculation (ωB97M-V/def2-TZVPD) on 2 unconnected molecules or ions with the total composition CH3NO in a non-equilibrium geometry.

Each line ends with the Löwdin charge.
Atoms and positions in Å:
C (-0.396, -2.646, 1.411)  -0.091
N (-0.870, -1.642, 1.080)  0.042
H (0.235, -3.488, 1.638)  0.049
O (0.431, 2.930, -1.574)  -0.093
H (1.051, 2.217, -1.298)  0.045
H (-0.451, 2.628, -1.258)  0.047

Summary:
Molar mass, g/mol: 45.041
SMILES: C#N.O
Energy relative to the best compared isomer or geometry (same formula, charge and spin), kcal per mole: 27.1
Orbital gap, eV: 12.29
HOMO energy, eV: -11.38

=====

(10)
ORCA calculation (ωB97M-V/def2-TZVPD) on 2 unconnected molecules or ions with the total composition CH3NO in a non-equilibrium geometry.

Each line ends with the Löwdin charge.
Atoms and positions in Å:
C (0.610, 0.695, 0.254)  -0.070
N (-0.475, -1.137, -0.379)  -0.027
O (-0.029, 1.631, 0.422)  0.121
H (1.640, 0.331, 0.324)  0.102
H (-1.075, -1.105, 0.437)  -0.053
H (-0.671, -0.415, -1.058)  -0.073

Summary:
Molar mass, g/mol: 45.041
Energy relative to the best compared isomer or geometry (same formula, charge and spin), kcal per mole: 83.5
Orbital gap (spin up / spin down), eV: 9.38 / 9.38
HOMO energy (spin up / spin down), eV: -9.01 / -9.01

=====

(11)
ORCA calculation (ωB97M-V/def2-TZVPD) on 3 unconnected molecules or ions with the total composition CH3NO2 in a non-equilibrium geometry.

Each line ends with the Löwdin charge.
Atoms and positions in Å:
C (-1.151, 1.110, -0.781)  0.050
N (-2.831, -0.300, 0.272)  -0.378
O (-3.920, -0.132, -0.296)  -0.186
O (-2.783, -1.046, 1.281)  -0.181
H (-0.842, 0.487, -1.534)  -0.172
H (13.527, -1.728, 2.259)  -1.000
H (-2.000, 1.608, -1.201)  -0.133

Summary:
Molar mass, g/mol: 61.040
Energy relative to the best compared isomer or geometry (same formula, charge and spin), kcal per mole: 95.0
Orbital gap, eV: 3.85
HOMO energy, eV: 1.54
Charge: -2

=====

(12)
ORCA calculation (ωB97M-V/def2-TZVPD) on 3 unconnected molecules or ions with the total composition CH3NO2 in a non-equilibrium geometry.

Each line ends with the Löwdin charge.
Atoms and positions in Å:
C (1.575, 4.061, 3.852)  0.066
N (4.500, 4.702, 2.918)  -0.437
O (4.984, 4.230, 3.969)  -0.238
O (5.238, 5.057, 2.002)  -0.211
H (2.739, 4.345, 3.994)  -0.093
H (-4.364, -8.581, -6.993)  -1.000
H (1.084, 4.898, 3.174)  -0.087

Summary:
Molar mass, g/mol: 61.040
Energy relative to the best compared isomer or geometry (same formula, charge and spin), kcal per mole: 110.9
Orbital gap (spin up / spin down), eV: 2.44 / 2.44
HOMO energy (spin up / spin down), eV: 1.43 / 1.43
Charge: -2

=====

(13)
ORCA calculation (ωB97M-V/def2-TZVPD) on a single CH3NO2 molecule in a non-equilibrium geometry.

Each line ends with the Löwdin charge.
Atoms and positions in Å:
C (0.825, -0.031, 0.063)  -0.095
N (-0.529, -0.321, 0.271)  -0.005
O (-2.727, -0.004, 0.130)  -0.143
O (-1.370, 0.358, -0.324)  -0.073
H (1.403, -0.298, 0.939)  0.085
H (1.290, -0.731, -0.591)  0.073
H (1.107, 1.029, -0.488)  0.158

Summary:
Molar mass, g/mol: 61.040
Energy relative to the best compared isomer or geometry (same formula, charge and spin), kcal per mole: 188.0
Orbital gap (spin up / spin down), eV: 8.19 / 9.13
HOMO energy (spin up / spin down), eV: -9.67 / -10.34

=====

(14)
ORCA calculation (ωB97M-V/def2-TZVPD) on a single CH3NO2 molecule in a non-equilibrium geometry.

Each line ends with the Löwdin charge.
Atoms and positions in Å:
O (-0.355, 1.609, 0.532)  0.008
C (-0.777, 0.469, 0.386)  -0.252
N (0.099, -0.603, -0.165)  -0.065
O (1.355, -0.433, -0.776)  -0.003
H (-1.766, 0.143, 0.705)  0.121
H (0.086, -1.656, 0.035)  0.164
H (1.358, 0.471, -0.716)  0.027

Summary:
Molar mass, g/mol: 61.040
SMILES: O=CNO
Energy relative to the best compared isomer or geometry (same formula, charge and spin), kcal per mole: 81.6
Orbital gap, eV: 10.23
HOMO energy, eV: -9.29

=====

(15)
ORCA calculation (ωB97M-V/def2-TZVPD) on 2 unconnected molecules or ions with the total composition CH3NO2S in a non-equilibrium geometry.

Each line ends with the Löwdin charge.
Atoms and positions in Å:
C (-2.128, -2.377, 0.577)  0.017
N (0.832, 0.517, -1.006)  -0.363
O (-2.231, -1.660, -0.327)  -0.061
O (0.663, 1.236, 1.534)  -0.438
S (-0.125, 0.537, 0.300)  0.794
H (1.197, 0.813, 2.143)  -0.006
H (1.085, 1.235, -1.619)  0.015
H (0.707, -0.301, -1.602)  0.040

Summary:
Molar mass, g/mol: 93.107
Energy relative to the best compared isomer or geometry (same formula, charge and spin), kcal per mole: 30.7
Orbital gap, eV: 8.92
HOMO energy, eV: -8.12

=====

(16)
ORCA calculation (ωB97M-V/def2-TZVPD) on a single CH3NO2S molecule in a non-equilibrium geometry.

Each line ends with the Löwdin charge.
Atoms and positions in Å:
O (-0.475, 1.867, -0.342)  -0.309
S (-0.268, 0.742, 0.518)  0.670
O (-0.516, 0.902, 1.928)  -0.295
C (0.781, -0.437, -0.189)  -0.215
N (-0.763, -0.824, -0.155)  -0.106
H (1.371, -1.238, 0.323)  0.103
H (1.261, -0.194, -1.129)  0.082
H (-1.392, -0.818, -0.953)  0.069

Summary:
Molar mass, g/mol: 93.107
SMILES: O=S1(=O)CN1
Energy relative to the best compared isomer or geometry (same formula, charge and spin), kcal per mole: 55.2
Orbital gap, eV: 11.24
HOMO energy, eV: -10.67

=====

(17)
ORCA calculation (ωB97M-V/def2-TZVPD) on a single CH3NO2S molecule in a non-equilibrium geometry.

Each line ends with the Löwdin charge.
Atoms and positions in Å:
O (0.030, 1.184, -1.547)  0.083
N (-0.311, 0.840, -0.435)  -0.462
O (-1.236, 1.252, 0.257)  0.053
C (0.624, -0.132, 0.202)  -0.417
S (-0.225, -1.791, 0.332)  0.706
H (1.438, -0.355, -0.521)  0.086
H (1.118, 0.212, 1.060)  0.067
H (-1.438, -1.211, 0.651)  -0.115

Summary:
Molar mass, g/mol: 93.107
SMILES: O=[N+]([O-])CS
Energy relative to the best compared isomer or geometry (same formula, charge and spin), kcal per mole: 66.9
Orbital gap, eV: 9.76
HOMO energy, eV: -10.02

=====

(18)
ORCA calculation (ωB97M-V/def2-TZVPD) on 2 unconnected molecules or ions with the total composition CH3NO2S in a non-equilibrium geometry.

Each line ends with the Löwdin charge.
Atoms and positions in Å:
C (-0.576, -0.769, 0.060)  0.143
N (-1.326, 0.354, 0.222)  -0.497
O (-1.681, 0.692, 1.346)  0.062
O (-1.693, 0.942, -0.782)  0.062
S (2.308, 0.645, -0.751)  0.318
H (-0.256, -1.125, 1.020)  0.075
H (-0.337, -1.284, -0.927)  0.115
H (3.561, 0.545, -0.187)  -0.280

Summary:
Molar mass, g/mol: 93.107
Energy relative to the best compared isomer or geometry (same formula, charge and spin), kcal per mole: 168.4
Orbital gap (spin up / spin down), eV: 4.90 / 4.90
HOMO energy (spin up / spin down), eV: -9.20 / -9.19

=====

(19)
ORCA calculation (ωB97M-V/def2-TZVPD) on 2 unconnected molecules or ions with the total composition CH3NO2S in a non-equilibrium geometry.

Each line ends with the Löwdin charge.
Atoms and positions in Å:
C (4.139, 0.224, -0.642)  -0.018
N (-1.821, 1.029, 0.813)  -0.352
O (3.224, 0.750, -1.005)  0.006
O (0.582, 1.230, 1.150)  -0.438
S (-0.395, 0.346, 0.226)  0.750
H (0.592, 2.061, 0.749)  -0.023
H (-2.583, 0.582, 1.326)  0.043
H (-2.251, 1.726, 0.197)  0.032

Summary:
Molar mass, g/mol: 93.107
Energy relative to the best compared isomer or geometry (same formula, charge and spin), kcal per mole: 48.9
Orbital gap (spin up / spin down), eV: 5.26 / 8.03
Spin multiplicity: 3
HOMO energy (spin up / spin down), eV: -4.61 / -10.20
⟨S²⟩: 2.004

=====

(20)
ORCA calculation (ωB97M-V/def2-TZVPD) on a single CH3NO2S molecule in a non-equilibrium geometry.

Each line ends with the Löwdin charge.
Atoms and positions in Å:
C (0.108, -0.071, 0.021)  0.040
N (1.668, -0.548, 0.014)  -0.505
O (1.732, -1.806, 0.022)  -0.186
O (3.561, 1.404, 0.028)  -0.540
S (3.402, -0.041, -0.013)  0.991
H (-0.111, 0.302, 1.010)  0.065
H (-0.391, -1.013, -0.184)  0.073
H (-0.036, 0.659, -0.760)  0.063

Summary:
Molar mass, g/mol: 93.107
Energy relative to the best compared isomer or geometry (same formula, charge and spin), kcal per mole: 22.2
Orbital gap (spin up / spin down), eV: 8.52 / 8.55
Spin multiplicity: 3
HOMO energy (spin up / spin down), eV: -8.03 / -9.99
⟨S²⟩: 2.009

=====

| no. | energy (eV) |
| --- | --- |
| 1 | -16387.567 |
| 2 | -53877.359 |
| 3 | -14921.135 |
| 4 | -10578.127 |
| 5 | -10555.135 |
| 6 | -12623.078 |
| 7 | -12622.979 |
| 8 | -4618.394 |
| 9 | -4622.246 |
| 10 | -4619.801 |
| 11 | -6661.756 |
| 12 | -6661.063 |
| 13 | -6663.512 |
| 14 | -6668.124 |
| 15 | -17504.139 |
| 16 | -17503.076 |
| 17 | -17502.569 |
| 18 | -17498.167 |
| 19 | -17500.266 |
| 20 | -17501.423 |